# 1
{
  "formula": "C25H30MnNO3S6Sb",
  "method": "the ωB97M-V functional and the def2-TZVPD basis",
  "elements": ["C", "C", "H", "H", "H", "C", "C", "H", "H", "H", "H", "S", "H", "C", "H", "O", "H", "S", "C", "H", "C", "H", "C", "C", "C", "H", "C", "C", "C", "H", "H", "Mn", "C", "C", "C", "S", "C", "H", "H", "S", "O", "C", "H", "C", "H", "S", "S", "H", "C", "H", "C", "H", "H", "H", "C", "N", "Sb", "H", "H", "H", "C", "H", "H", "C", "H", "O", "C"],
  "xyz": [[2.1847, -2.2725, 4.0551], [-1.9243, 0.6590, -2.2645], [0.1940, 3.5625, -0.0004], [2.2622, -2.2759, 5.1339], [-0.5228, -0.3742, 4.4784], [2.2892, -3.4667, 3.3500], [-3.4580, -0.5226, -0.8520], [2.3566, -4.3883, 1.4139], [1.8197, 2.2199, 3.9192], [-1.8102, 4.9875, 0.5445], [-2.3107, 3.8672, 1.7996], [1.8871, 0.4225, 1.0358], [-2.2184, -0.7475, 4.2059], [1.2840, 2.9221, 3.2797], [-1.7799, 1.6996, 3.8178], [4.1978, -0.0287, -0.8180], [-2.3573, 0.9045, 2.3453], [2.0098, -2.2137, -0.4726], [-0.6641, 3.1643, 0.5400], [2.8916, 4.3547, 3.2073], [-1.4424, 4.2609, 1.2688], [-0.9239, -4.0882, -5.1892], [-0.2519, -3.7956, -3.1716], [-0.0427, -1.1500, -3.7880], [-1.5442, 0.9363, 3.0717], [2.8878, 3.2558, 1.8361], [-1.3009, -0.4201, 3.7173], [1.9005, -1.0780, 1.9999], [-2.9552, 1.0041, -3.1300], [1.9823, -0.1451, 3.9407], [-0.3084, -4.8382, -2.8922], [1.0911, -0.1523, -1.1940], [0.5735, -3.2524, -0.8593], [-4.4857, -0.2019, -1.7250], [-0.4819, -2.0320, -4.7583], [3.6349, 0.6422, -1.9561], [2.0153, -2.2675, 1.2965], [-0.7275, -1.6626, -5.7442], [0.6082, 3.4898, 3.9230], [-0.2738, 1.2487, -2.5824], [2.5331, -0.2348, -2.5751], [-2.1630, -0.0854, -1.1162], [-3.6585, -1.1177, 0.0302], [0.1030, 0.3106, -4.0779], [-1.0223, -1.1749, 2.9823], [2.2106, 2.0136, -1.2842], [-0.8587, -0.3785, 0.0355], [-5.4893, -0.5488, -1.5187], [2.0113, -1.0732, 3.3839], [1.7138, 4.5759, 1.9233], [2.2266, -3.4663, 1.9663], [-2.7576, 1.6149, -4.0029], [-5.0500, 0.8189, -3.5296], [-1.2890, 2.6041, -0.1544], [2.2443, 3.8247, 2.5096], [0.2694, -1.5525, -2.5449], [0.0584, 1.7859, 1.9704], [-0.5799, 0.6397, -4.8596], [2.4458, -4.3957, 3.8804], [-0.2216, -3.0491, -0.1421], [-0.5898, -3.3756, -4.4473], [0.8624, -4.3001, -0.8086], [-0.8187, 4.8046, 1.9797], [-4.2408, 0.5633, -2.8599], [1.1225, 0.5727, -4.3635], [4.4789, 1.2569, -2.9121], [0.1728, -2.8610, -2.2473]],
  "forces_ev_per_a": [[0.0, 0.0, 0.0], [0.0, 0.0, 0.0], [0.0, 0.0, 0.0], [0.0, 0.0, 0.0], [0.0, 0.0, 0.0], [0.0, 0.0, 0.0], [0.0, 0.0, 0.0], [0.0, 0.0, 0.0], [0.0, 0.0, 0.0], [0.0, 0.0, 0.0], [0.0, 0.0, 0.0], [0.2, 0.1, 0.0], [0.0, 0.0, 0.0], [0.1, 0.1, 0.1], [0.0, 0.0, 0.0], [0.1, 0.1, 0.0], [0.0, 0.0, 0.0], [0.1, 0.1, 0.0], [-0.1, 0.1, 0.0], [0.0, 0.0, 0.0], [0.0, 0.0, 0.0], [0.0, 0.0, 0.0], [0.0, 0.0, 0.0], [0.0, 0.0, 0.0], [-0.1, 0.0, 0.1], [0.0, 0.0, 0.0], [0.1, 0.0, 0.0], [0.0, 0.0, 0.0], [0.0, 0.0, 0.0], [0.0, 0.0, 0.0], [0.0, 0.0, 0.0], [-0.6, -0.7, -0.4], [0.0, 0.0, 0.0], [0.0, 0.0, 0.0], [0.0, 0.0, 0.0], [0.0, -0.3, 0.0], [-0.1, 0.0, 0.0], [0.0, 0.0, 0.0], [0.0, 0.0, 0.0], [-0.2, 0.2, 0.2], [0.2, 0.1, 0.5], [0.0, 0.0, 0.0], [0.0, 0.0, 0.0], [0.0, 0.0, -0.1], [0.0, 0.0, 0.0], [0.1, 0.3, 0.0], [0.1, 0.0, 0.0], [0.0, 0.0, 0.0], [0.0, 0.0, 0.0], [0.0, 0.0, 0.0], [0.0, 0.0, 0.0], [0.0, 0.0, 0.0], [0.0, 0.0, 0.0], [0.0, 0.0, 0.0], [0.0, 0.0, 0.0], [0.1, 0.1, -0.1], [0.1, 0.0, 0.0], [0.0, 0.0, 0.0], [0.0, 0.0, 0.0], [0.0, 0.0, 0.0], [0.0, 0.0, 0.0], [0.0, 0.0, 0.0], [0.0, 0.0, 0.0], [0.0, 0.0, 0.0], [0.0, 0.0, 0.0], [-0.1, 0.0, -0.1], [0.0, 0.0, 0.1]],
  "mulliken_charge": [-0.778, 0.315, 0.359, 0.481, 0.358, -0.841, -0.900, 0.484, 0.466, 0.428, 0.352, 0.105, 0.444, -0.671, 0.696, -0.479, 0.354, 0.004, -0.090, 0.418, -1.291, 0.465, -1.096, 0.940, -0.597, 0.245, -1.068, 1.185, -0.788, 0.499, 0.541, 0.139, -1.023, -0.753, -1.078, 1.082, -0.125, 0.565, 0.564, -0.111, -0.413, 0.635, 0.577, -1.128, 0.173, -0.170, -0.109, 0.451, -0.488, 0.280, -0.493, 0.534, 0.446, 0.017, -1.022, 0.858, 0.499, 0.666, 0.432, 0.339, -0.571, 0.706, 0.332, -0.784, 0.570, -0.583, 0.447],
  "total_charge": 2,
  "energy_ev": -136899.0344,
  "homo_ev": [-14.001, -14.055],
  "homo_lumo_gap_ev": [5.95, 7.36],
  "spin_multiplicity": 2
}


# 2
{
  "formula": "C37H42BrF4N7P2SSeZn",
  "method": "the ωB97M-V functional and the def2-TZVPD basis",
  "elements": ["H", "H", "H", "H", "C", "H", "Zn", "H", "C", "H", "C", "C", "H", "H", "C", "H", "H", "C", "N", "H", "Br", "C", "S", "C", "H", "N", "C", "C", "C", "N", "F", "H", "H", "H", "C", "F", "H", "C", "C", "P", "C", "C", "C", "C", "C", "H", "H", "H", "C", "H", "H", "C", "F", "H", "C", "H", "C", "C", "P", "H", "C", "H", "H", "C", "H", "N", "H", "N", "N", "H", "C", "C", "C", "H", "C", "H", "Se", "C", "C", "C", "C", "F", "H", "H", "H", "H", "N", "H", "H", "H", "H", "C", "C", "H", "H", "C"],
  "xyz": [[-2.2840, 5.7420, -1.3850], [-2.5691, -2.7395, -3.8372], [0.7595, -1.6559, -3.2501], [-3.0830, 6.0524, 0.9156], [4.9773, -1.0130, 1.8599], [-1.9885, 1.4457, 2.4976], [-0.0994, 0.1253, 0.2534], [1.1386, -3.0669, -0.3237], [-1.7065, 4.9500, -0.9131], [-4.9598, 1.3193, 0.4310], [-4.6391, 2.3426, 0.6315], [5.4968, -0.9444, 3.1492], [2.8982, -4.7509, -1.9674], [3.1171, 0.8676, -4.3281], [3.6297, -0.8027, 1.6364], [-3.7145, 1.1248, 2.7103], [-3.1057, -2.4055, -2.1692], [-0.3737, -4.8394, -4.1621], [0.5508, -3.2690, -1.1164], [-2.9027, -2.5750, 4.3461], [3.0568, -0.9947, -0.1504], [-0.0162, 1.3719, 4.6831], [-0.6653, 2.4718, 0.2902], [2.0000, -4.7690, -2.5681], [-1.2692, -4.8714, -4.7654], [-1.2520, -3.3200, -2.3324], [-0.7147, -2.8239, -1.2105], [0.1540, 2.3782, -4.4887], [-0.1497, 2.5617, 5.3822], [-0.6919, 1.1879, -4.3956], [5.1108, -0.6349, 5.4423], [-1.6256, -0.0370, -2.9708], [-0.6334, -0.8180, -4.9974], [-1.4925, 1.6626, -2.5123], [-1.8414, -2.6189, 4.1439], [6.7785, -1.1472, 3.3552], [1.9582, 2.4835, 2.1520], [0.8834, -2.7181, 3.6319], [-0.0282, 0.0875, -5.0942], [0.5765, 0.4784, -2.0651], [-2.9163, 1.2137, 1.9736], [1.9328, -5.4873, -3.7457], [-1.1221, -3.7691, 4.4397], [-0.3056, -4.1186, -2.9758], [-1.2004, -1.5269, 3.5868], [-4.7249, 2.9178, -0.2859], [-4.4261, 5.3049, 0.0307], [0.0375, 0.3452, -6.1525], [0.4781, 3.7127, 4.9294], [-0.8524, 5.3889, -0.3945], [1.1460, 2.8480, -2.0423], [0.1722, -1.5588, 3.3371], [2.5153, -0.2701, 5.0164], [2.5895, 1.8534, -2.2338], [2.1108, 1.0478, -4.7115], [-1.3494, 4.2675, -1.6789], [0.7698, -5.5220, -4.5281], [4.6464, -0.6815, 4.2105], [0.9611, -0.1507, 2.5041], [0.2130, 2.6677, -5.5387], [1.3653, 2.4992, 3.0610], [0.7695, -6.1012, -5.4399], [1.9470, -2.7773, 3.4416], [-0.9710, 0.8404, -3.0101], [-0.3108, 3.1941, -3.9311], [-3.2444, 2.2990, 1.0698], [-3.9071, 4.6519, 1.6016], [1.3244, -0.1809, -4.6129], [-2.5864, 4.2477, 0.0165], [2.3509, -0.9590, -2.9647], [2.7490, -0.5135, 2.6773], [-2.2839, 3.0282, 0.4806], [-2.6065, -3.1204, -2.8175], [0.8023, -4.7090, 4.4124], [0.7379, 1.3392, 3.5141], [-0.7262, 2.5824, 6.2967], [-1.5970, -1.8281, 0.1092], [-3.5709, 5.1075, 0.6763], [1.5523, 1.9744, -2.5582], [0.8497, -4.0850, -2.1989], [3.2943, -0.4805, 3.9606], [5.8028, -1.2956, 0.8628], [2.1892, 1.3136, -5.7672], [-1.7782, -0.6395, 3.3598], [-3.1425, -4.0677, -2.8001], [-1.6215, -4.6235, 4.8747], [1.5138, 2.1741, -3.9980], [1.7461, 4.5720, 3.4264], [-0.4698, 0.4720, 5.0742], [-5.2920, 2.7697, 1.3929], [2.7998, -6.0420, -4.0732], [0.2371, -3.8172, 4.1796], [1.3245, -0.7221, -3.2620], [0.3822, 4.6348, 5.4855], [-2.8289, 0.2623, 1.4379], [1.2439, 3.6795, 3.7729]],
  "forces_ev_per_a": [[0.0, 0.0, 0.0], [0.0, 0.0, 0.0], [0.0, 0.0, 0.0], [0.0, 0.0, 0.0], [0.0, 0.0, 0.2], [0.0, -0.1, 0.0], [0.1, 0.0, 0.0], [0.1, 0.0, 0.0], [0.0, 0.0, 0.0], [0.0, 0.0, 0.0], [0.0, 0.1, 0.0], [-0.2, 0.0, -0.1], [0.0, 0.0, 0.0], [0.0, 0.0, 0.0], [0.1, -0.1, -0.1], [0.0, 0.0, 0.0], [0.0, 0.0, 0.0], [0.0, 0.0, 0.1], [-0.2, 0.1, 0.0], [0.0, 0.0, 0.0], [0.0, 0.0, 0.0], [0.0, 0.0, 0.0], [0.0, 0.1, 0.1], [0.0, 0.0, 0.0], [0.0, 0.0, 0.0], [0.2, 0.0, 0.1], [0.0, -0.1, 0.1], [0.0, 0.1, -0.1], [0.0, 0.0, 0.0], [0.0, -0.1, 0.0], [0.0, 0.0, 0.0], [0.0, 0.0, 0.0], [0.0, 0.0, 0.0], [0.0, 0.0, 0.0], [0.0, 0.0, 0.0], [0.1, 0.0, 0.0], [0.0, 0.0, 0.0], [0.0, 0.0, -0.1], [0.0, 0.0, -0.1], [-0.1, 0.1, 0.1], [0.1, 0.1, 0.1], [0.0, 0.0, 0.0], [0.0, 0.0, 0.0], [0.1, 0.0, 0.0], [0.0, 0.1, 0.0], [0.0, 0.0, 0.0], [0.0, 0.0, 0.0], [0.0, 0.0, 0.0], [0.0, 0.0, 0.0], [0.0, 0.0, 0.0], [0.0, 0.0, 0.0], [0.0, 0.0, 0.0], [0.0, 0.0, 0.0], [0.0, 0.0, 0.0], [0.1, 0.0, -0.1], [0.0, 0.0, 0.0], [0.0, 0.0, 0.0], [-0.1, 0.0, -0.2], [0.2, -0.2, -0.1], [0.0, 0.0, 0.0], [0.0, -0.1, -0.1], [0.0, 0.0, 0.0], [0.0, 0.0, 0.0], [-0.1, 0.0, 0.0], [0.0, 0.0, 0.0], [0.1, 0.1, 0.0], [0.0, 0.0, 0.0], [0.0, 0.0, 0.0], [0.0, -0.1, 0.0], [0.0, 0.0, 0.0], [0.0, 0.1, 0.3], [0.0, 0.0, -0.2], [-0.1, 0.0, 0.0], [0.0, 0.0, 0.0], [0.0, 0.0, 0.0], [0.0, 0.0, 0.0], [-0.1, 0.0, -0.1], [-0.1, 0.0, 0.0], [0.1, 0.1, 0.1], [0.0, -0.1, -0.2], [0.1, 0.0, 0.0], [0.0, 0.0, 0.0], [0.0, 0.0, 0.0], [0.0, 0.0, 0.0], [0.0, 0.0, 0.0], [0.0, 0.0, 0.0], [0.0, 0.0, 0.0], [0.0, 0.0, 0.0], [0.0, 0.0, 0.0], [0.0, 0.0, 0.0], [0.0, 0.0, 0.0], [0.0, 0.0, 0.0], [0.1, -0.1, 0.0], [0.0, 0.0, 0.0], [0.0, 0.0, 0.0], [0.0, 0.0, 0.0]],
  "mulliken_charge": [0.434, 0.359, -0.097, 0.439, 0.207, 0.330, 1.062, -0.021, -0.922, 0.408, -1.243, 0.522, 0.487, 0.395, -0.061, 0.407, 0.294, -0.733, 0.444, 0.495, -0.001, -0.201, -0.434, -0.981, 0.480, 0.464, -0.800, -0.976, -0.778, 0.173, -0.266, 0.347, 0.323, 0.351, -0.756, -0.255, 0.458, -0.924, -0.920, 1.771, -1.305, -0.611, -0.832, 0.673, -0.329, 0.399, 0.365, 0.334, -0.669, 0.357, 0.440, 0.740, -0.353, 0.457, -1.083, 0.188, -0.662, 0.363, 1.255, 0.315, -0.855, 0.432, 0.468, -0.902, 0.398, 0.289, 0.412, 0.108, 0.153, 0.793, -0.462, 0.186, -1.069, 0.472, 0.581, 0.489, -0.292, -1.247, -1.012, 0.716, 0.378, -0.308, 0.345, 0.463, 0.369, 0.435, 0.160, 0.485, 0.489, 0.350, 0.440, -0.721, -0.806, 0.444, 0.250, -0.755],
  "total_charge": 2,
  "energy_ev": -273559.9131,
  "homo_ev": -13.146,
  "homo_lumo_gap_ev": 8.56,
  "spin_multiplicity": 1
}